The following is a quantum chemistry calculation of a single C10H5O3P molecule, from OMol25.

**Kohn-Sham gap (spin up / spin down)**: 7.311 / 7.310 eV
**HOMO level (spin up / spin down)**: -7.80 / -7.80 eV
**Spin multiplicity**: 1

The geometry in XYZ format:
```
19
C10H5O3P ωB97M-V/def2-TZVPD
C -2.030 -1.209 0.733
C -1.248 -0.409 1.563
C -1.770 -1.104 -0.677
C -0.160 0.306 0.985
C 0.451 -0.137 -0.309
C 0.309 1.589 1.057
C 1.909 -0.528 -0.361
C -0.658 -0.574 -1.272
C 0.903 1.602 -0.316
C 1.991 0.781 -0.493
O 1.023 0.115 -3.024
O 0.275 2.610 1.978
O 2.421 -1.730 -0.414
P -0.215 0.636 -2.610
H -2.937 -1.798 1.091
H -1.458 -0.171 2.546
H -2.615 -1.453 -1.360
H 0.411 3.362 1.388
H 3.398 -1.889 -0.506
```


The following is a quantum chemistry calculation of 4 unconnected molecules or ions with the total composition C25H57BrN9O3, from OMol25.

**Kohn-Sham gap**: 7.260 eV
**Charge**: +1
**HOMO level**: -10.47 eV
**Spin multiplicity**: 1

The geometry in XYZ format:
```
95
C25H57BrN9O3 ωB97M-V/def2-TZVPD
C -2.130 0.696 1.653
C -0.893 0.294 2.101
C 0.068 -0.446 1.179
C 0.585 -1.751 1.740
C 1.944 -1.887 2.059
C 2.957 -0.794 1.887
C 3.800 -0.906 0.568
N 3.017 -1.374 -0.563
N 4.236 0.454 0.212
N 5.053 -1.659 0.779
C 2.374 -3.096 2.580
N 3.688 -3.271 2.933
C 1.390 -4.110 2.761
C 1.794 -5.431 3.372
C 1.989 -5.408 4.923
C 3.404 -5.881 5.323
Br 1.629 -3.679 5.757
N 0.138 -3.960 2.455
N -0.207 -2.797 1.945
C -1.638 -2.674 1.574
H -2.912 -0.043 1.445
H -2.401 1.739 1.482
H -0.631 0.502 3.141
H 0.888 0.251 1.026
H -0.387 -0.583 0.195
H 2.556 0.214 1.954
H 3.663 -0.897 2.718
H 2.822 -2.367 -0.451
H 3.631 -1.305 -1.372
H 4.828 0.794 0.967
H 3.438 1.087 0.173
H 5.068 -2.492 0.206
H 5.840 -1.061 0.564
H 3.876 -4.202 3.290
H 4.342 -3.117 2.166
H 0.972 -6.121 3.165
H 2.661 -5.852 2.854
H 1.285 -6.119 5.349
H 4.098 -5.045 5.436
H 3.764 -6.623 4.606
H 3.344 -6.365 6.301
H -1.773 -2.185 0.614
H -2.051 -3.679 1.509
H -2.141 -2.171 2.401
C 2.086 4.751 0.928
C 3.128 4.638 -0.181
C 3.121 5.819 -1.162
O 2.060 5.799 -2.098
C 0.827 6.293 -1.602
N 2.943 3.357 -0.878
H 1.081 4.513 0.579
H 2.317 4.053 1.735
H 2.071 5.756 1.354
H 4.111 4.623 0.299
H 4.035 5.763 -1.760
H 3.152 6.780 -0.634
H 0.967 7.110 -0.891
H 0.254 5.484 -1.141
H 0.247 6.664 -2.448
H 3.701 3.236 -1.546
H 2.117 3.449 -1.465
C -7.885 -4.341 1.183
C -6.721 -4.873 0.352
C -5.359 -4.760 1.054
O -4.806 -3.451 1.072
C -5.324 -2.606 2.086
N -6.724 -4.199 -0.950
H -7.930 -3.252 1.185
H -8.830 -4.697 0.774
H -7.820 -4.685 2.218
H -6.904 -5.938 0.180
H -4.642 -5.368 0.496
H -5.397 -5.173 2.070
H -5.558 -3.160 2.999
H -6.209 -2.074 1.734
H -4.564 -1.858 2.320
H -6.018 -4.625 -1.546
H -6.380 -3.252 -0.807
C 0.012 3.899 -4.749
C 0.505 5.126 -5.510
C -0.614 6.108 -5.888
O -1.418 5.702 -6.978
C -2.442 4.779 -6.659
N 1.258 4.682 -6.689
H -0.468 3.167 -5.397
H 0.850 3.392 -4.268
H -0.698 4.182 -3.967
H 1.196 5.659 -4.850
H -0.145 7.043 -6.208
H -1.241 6.354 -5.019
H -2.857 4.961 -5.663
H -2.077 3.752 -6.730
H -3.238 4.898 -7.394
H 1.674 5.493 -7.137
H 0.583 4.349 -7.373
```


The following is a quantum chemistry calculation of 22 unconnected molecules or ions with the total composition C70H127Cl18N13, from OMol25.

**Kohn-Sham gap**: 10.220 eV
**HOMO level**: -10.49 eV
**Spin multiplicity**: 1

The geometry in XYZ format:
```
228
C70H127Cl18N13 ωB97M-V/def2-TZVPD
C 12.772 24.336 -2.343
C 11.826 23.086 -2.364
C 11.606 22.504 -0.964
C 12.825 22.044 -0.413
N 13.866 21.674 -0.022
H 12.414 24.980 -1.539
H 12.662 24.968 -3.224
H 13.818 24.075 -2.179
H 12.319 22.301 -2.937
H 10.921 23.275 -2.942
H 10.847 21.733 -0.831
H 11.267 23.307 -0.309
C 15.152 22.449 -5.025
C 15.105 23.929 -5.442
C 14.700 24.113 -6.874
C 13.359 23.601 -7.179
N 12.365 23.128 -7.502
H 15.759 21.826 -5.683
H 14.148 22.083 -4.810
H 15.802 22.504 -4.151
H 16.098 24.363 -5.329
H 14.517 24.555 -4.772
H 15.415 23.586 -7.505
H 14.809 25.153 -7.183
C 16.882 14.002 -4.084
C 17.638 13.322 -5.234
C 18.680 12.274 -4.783
C 19.411 12.532 -3.539
N 20.002 12.693 -2.531
H 16.535 13.121 -3.544
H 16.027 14.601 -4.396
H 17.535 14.549 -3.404
H 18.068 14.078 -5.891
H 16.921 12.789 -5.857
H 19.376 12.104 -5.605
H 18.342 11.253 -4.604
C 23.055 18.057 -2.968
C 21.530 17.964 -2.954
C 20.846 18.868 -1.887
C 21.532 20.166 -1.721
N 22.070 21.210 -1.596
H 23.385 19.069 -3.199
H 23.485 17.377 -3.703
H 23.487 17.712 -2.028
H 21.289 16.914 -2.784
H 21.179 18.258 -3.943
H 20.882 18.457 -0.878
H 19.808 19.091 -2.135
C 16.182 15.176 -8.570
C 16.048 15.058 -10.089
C 14.621 15.164 -10.561
C 13.891 16.331 -10.062
N 13.335 17.304 -9.653
H 15.794 16.119 -8.185
H 17.175 15.025 -8.145
H 15.562 14.448 -8.049
H 16.507 14.149 -10.479
H 16.736 15.842 -10.404
H 14.017 14.268 -10.413
H 14.621 15.164 -11.651
C 9.473 18.955 -6.020
C 9.649 20.375 -6.497
C 9.798 20.508 -8.037
C 8.495 20.440 -8.645
N 7.454 20.412 -9.170
H 9.536 18.977 -4.932
H 10.339 18.388 -6.361
H 8.521 18.496 -6.286
H 10.527 20.798 -6.009
H 8.783 20.980 -6.230
H 10.416 19.763 -8.539
H 10.173 21.497 -8.299
C 14.734 18.488 -6.573
C 13.716 19.511 -6.963
C 14.081 20.162 -8.326
C 15.366 20.874 -8.264
N 16.402 21.368 -8.217
H 14.766 17.746 -7.371
H 14.454 17.986 -5.647
H 15.690 18.963 -6.356
H 13.576 20.255 -6.178
H 12.733 19.060 -7.101
H 13.316 20.914 -8.519
H 14.171 19.502 -9.189
C 14.101 16.649 -2.180
C 15.228 17.618 -2.612
C 14.786 19.069 -2.589
C 13.415 19.374 -3.129
N 12.371 19.677 -3.588
H 13.173 16.931 -2.679
H 13.854 16.824 -1.133
H 14.407 15.617 -2.351
H 15.535 17.279 -3.602
H 16.111 17.456 -1.993
H 15.550 19.661 -3.092
H 14.781 19.428 -1.559
C 13.332 20.226 3.558
C 12.102 19.625 2.762
C 10.892 20.597 2.743
C 10.260 20.712 4.044
N 9.746 20.738 5.088
H 13.786 21.000 2.939
H 14.042 19.496 3.948
H 12.969 20.793 4.415
H 11.704 18.702 3.185
H 12.404 19.425 1.734
H 10.172 20.064 2.122
H 11.141 21.566 2.310
C 13.996 11.484 -4.261
C 13.277 10.143 -4.132
C 14.190 8.929 -4.087
C 15.548 9.018 -3.492
N 16.598 9.125 -2.993
H 13.394 12.343 -4.556
H 14.867 11.578 -4.910
H 14.404 11.792 -3.299
H 12.610 9.971 -4.977
H 12.624 10.200 -3.262
H 14.374 8.529 -5.084
H 13.676 8.155 -3.516
C 16.733 25.230 3.406
C 16.697 23.769 2.965
C 15.500 23.459 2.078
C 14.287 23.453 2.864
N 13.320 23.425 3.482
H 16.736 25.957 2.594
H 17.601 25.391 4.045
H 15.859 25.422 4.030
H 16.673 23.152 3.864
H 17.595 23.509 2.404
H 15.501 22.435 1.705
H 15.348 24.120 1.225
C 6.619 21.839 -2.053
C 8.024 21.671 -2.655
C 8.682 20.295 -2.316
C 8.531 20.002 -0.874
N 8.427 19.808 0.279
H 6.621 22.024 -0.979
H 6.093 20.904 -2.245
H 6.031 22.688 -2.404
H 8.560 22.575 -2.367
H 8.022 21.779 -3.740
H 9.758 20.198 -2.460
H 8.164 19.465 -2.797
C 18.211 14.840 -0.440
C 18.855 14.811 0.967
C 20.279 14.301 0.882
C 21.299 15.059 0.125
N 22.041 15.713 -0.470
H 18.557 15.720 -0.983
H 17.125 14.769 -0.399
H 18.568 14.005 -1.044
H 18.373 14.196 1.727
H 18.873 15.794 1.437
H 20.232 13.286 0.487
H 20.705 14.213 1.882
Cl 15.186 14.457 3.119
C 15.170 16.104 3.690
C 16.395 16.448 4.457
Cl 16.291 18.171 4.843
H 14.320 16.242 4.358
H 15.019 16.736 2.814
H 17.279 16.188 3.874
H 16.423 15.948 5.425
Cl 10.097 15.199 -4.707
C 10.774 14.693 -6.346
C 12.146 15.428 -6.681
Cl 13.342 15.088 -5.450
H 9.987 14.825 -7.089
H 10.938 13.617 -6.295
H 12.156 16.505 -6.846
H 12.615 15.035 -7.583
Cl 17.259 17.822 0.579
C 16.681 19.336 1.269
C 17.872 19.967 1.975
Cl 19.146 20.267 0.815
H 15.891 19.101 1.982
H 16.234 19.911 0.458
H 18.325 19.354 2.755
H 17.592 20.929 2.406
Cl 12.596 16.111 1.254
C 11.931 14.481 1.079
C 12.029 14.134 -0.401
Cl 11.042 12.681 -0.761
H 10.907 14.515 1.452
H 12.454 13.762 1.709
H 13.089 13.934 -0.562
H 11.727 14.959 -1.046
Cl 20.995 21.439 -5.117
C 20.339 22.506 -6.331
C 18.965 23.099 -5.986
Cl 18.895 24.362 -4.652
H 20.223 21.897 -7.228
H 21.062 23.255 -6.653
H 18.165 22.378 -5.815
H 18.590 23.680 -6.829
Cl 6.218 15.129 -0.508
C 7.481 16.416 -0.640
C 8.800 15.805 -1.057
Cl 10.058 17.056 -1.058
H 7.460 17.059 0.240
H 7.112 17.135 -1.372
H 8.587 15.488 -2.079
H 9.209 14.946 -0.526
Cl 17.769 21.819 -2.188
C 17.617 23.346 -1.313
C 18.979 23.644 -0.587
Cl 18.670 25.013 0.435
H 16.771 23.222 -0.636
H 17.391 24.194 -1.958
H 19.799 23.815 -1.285
H 19.256 22.828 0.081
Cl 19.531 10.537 0.161
C 17.789 10.472 -0.403
C 16.859 11.451 0.357
Cl 15.124 11.268 -0.104
H 17.491 9.441 -0.213
H 17.847 10.757 -1.454
H 17.125 12.488 0.150
H 16.969 11.431 1.442
Cl 19.410 16.495 -5.605
C 18.550 17.442 -6.864
C 18.749 18.997 -6.639
Cl 17.967 19.508 -5.076
H 17.500 17.165 -6.964
H 19.040 17.134 -7.787
H 18.323 19.663 -7.390
H 19.792 19.313 -6.598
```


Repeat the first record exactly.
The following is a quantum chemistry calculation of a single C10H5O3P molecule, from OMol25.

**Kohn-Sham gap (spin up / spin down)**: 7.311 / 7.310 eV
**HOMO level (spin up / spin down)**: -7.80 / -7.80 eV
**Spin multiplicity**: 1

The geometry in XYZ format:
```
19
C10H5O3P ωB97M-V/def2-TZVPD
C -2.030 -1.209 0.733
C -1.248 -0.409 1.563
C -1.770 -1.104 -0.677
C -0.160 0.306 0.985
C 0.451 -0.137 -0.309
C 0.309 1.589 1.057
C 1.909 -0.528 -0.361
C -0.658 -0.574 -1.272
C 0.903 1.602 -0.316
C 1.991 0.781 -0.493
O 1.023 0.115 -3.024
O 0.275 2.610 1.978
O 2.421 -1.730 -0.414
P -0.215 0.636 -2.610
H -2.937 -1.798 1.091
H -1.458 -0.171 2.546
H -2.615 -1.453 -1.360
H 0.411 3.362 1.388
H 3.398 -1.889 -0.506
```